The following is a quantum chemistry calculation of a gas-phase ion, C7H15N5O (charge +2) at a distorted geometry, from the OMol25 dataset.

```
28
Properties=species:S:1:pos:R:3:forces:R:3
C -4.039 -0.381 0.347 -3.2 1.1 0.4
N -2.782 0.126 -0.181 2.5 -3.9 -0.2
C -1.958 -1.156 -0.507 -1.2 -0.6 0.4
C -0.595 -0.812 -0.966 4.3 -2.1 -2.8
N 0.162 0.130 -0.169 -0.6 0.7 0.3
N 1.262 0.041 0.523 2.8 -0.2 1.2
N 2.114 -0.848 0.322 -2.0 -0.3 -2.2
O 3.193 -0.784 1.240 -2.3 -0.3 1.8
C 4.349 -0.382 0.878 1.5 0.3 0.6
C 4.828 0.366 -0.055 0.6 0.5 -1.3
N 5.556 0.901 -0.935 -0.4 -3.1 -0.3
C -0.587 1.297 0.115 -2.7 3.7 1.6
C -1.905 0.854 0.789 -1.9 1.6 -1.0
H -4.169 -1.469 0.318 0.5 0.4 0.2
H -4.267 0.038 1.350 0.6 -0.5 -0.5
H -4.879 0.022 -0.253 0.5 -0.2 0.1
H -2.803 0.495 -1.112 -0.7 1.4 -0.3
H -2.525 -1.861 -1.187 0.7 1.2 0.3
H -1.944 -1.689 0.434 0.2 -0.1 0.3
H 0.085 -1.780 -0.915 -1.6 1.6 -0.5
H -0.502 -0.390 -2.046 -0.6 -1.0 1.5
H 5.143 -0.594 1.612 -0.3 0.0 0.0
H 5.637 1.868 -0.933 0.6 2.3 -0.3
H 6.037 0.314 -1.654 -0.4 0.8 0.5
H -0.911 1.988 -0.782 1.3 -1.4 1.3
H -0.195 1.973 0.966 0.3 -1.1 -1.8
H -1.647 0.192 1.554 0.2 -1.4 1.2
H -2.658 1.540 1.248 1.4 0.5 -0.4
```
Forces are in eV/Å.

As for the energy above the lowest of the compared OMol25 structures with the same formula, charge and spin: 412.4 kJ/mol. Its spin multiplicity is 1. The calculation puts the total energy at -623.91442 Eh. The value obtained for the frontier orbital gap is 9.275 eV. The HOMO energy is -16.30 eV. Its SMILES is C[NH+]1CCN(/N=N/OC=C=[NH2+])CC1. The charge is +2. As for the largest force on an atom: 5.487 eV Å⁻¹.